[1]
DFT (wB97M-V/def2-TZVPD) results for C11H9Cl in the gas phase at a distorted geometry.

The geometry in ORCA input format:
```
! wB97M-V def2-TZVPD RIJCOSX def2/J DEFGRID3
* xyz 0 1
C 2.97 0.51 -0.02
C 2.58 0.36 1.29
C 2.14 0.30 -1.04
C 1.32 -0.14 1.62
C 0.86 -0.16 -0.76
C 0.43 -0.23 0.56
C -0.09 -0.47 -1.72
C -1.39 -0.83 -1.47
C -2.86 1.20 0.39
C -2.40 -0.01 0.78
C -1.75 -0.98 0.00
Cl -1.96 -2.69 0.55
H 3.91 0.97 -0.11
H 3.40 0.49 1.93
H 2.49 0.49 -2.04
H 1.14 -0.14 2.72
H 0.27 -0.36 -2.76
H -2.14 -1.15 -2.16
H -3.54 1.80 1.10
H -2.85 1.42 -0.66
H -2.55 -0.37 1.81
*
```

E_LUMO (alpha / beta): -0.21 / -0.34 eV
Calculated total energy: -884.579115 Ha
Energy relative to the best compared isomer or geometry (same formula, charge and spin): 65.4 kcal/mol
F_max: 3.99 eV/A

Here are the natural (NBO) charges for atoms 1 to 8, given in e: -0.23 -0.18 -0.16 -0.29 -0.21 0.14 -0.12 -0.28

[2]
DFT (wB97M-V/def2-TZVPD) results for C4H9IOS in the gas phase at a distorted geometry.

The geometry in ORCA input format:
```
! wB97M-V def2-TZVPD RIJCOSX def2/J DEFGRID3
* xyz 0 1
C -0.93 -1.16 -0.93
C -1.00 0.17 1.21
C -0.61 0.18 -0.27
C 0.86 0.53 -0.48
O 1.24 1.80 -0.20
S 1.85 -0.76 0.72
I 4.04 -0.10 0.13
H -0.23 -1.92 -0.58
H -0.84 -1.08 -2.01
H -1.94 -1.48 -0.68
H -0.67 1.07 1.72
H -0.55 -0.69 1.70
H -2.08 0.09 1.32
H -1.19 0.97 -0.78
H 1.22 0.28 -1.48
H 0.82 2.11 0.62
*
```

E_LUMO: -0.11 eV
Calculated total energy: -928.926300 Ha
Energy relative to the best compared isomer or geometry (same formula, charge and spin): 0.0 kcal/mol
F_max: 1.85 eV/A

Here are the natural (NBO) charges for atoms 1 to 8, given in e: -0.61 -0.61 -0.28 0.12 -0.69 -0.17 0.07 0.22

[3]
DFT (wB97M-V/def2-TZVPD) results for a molecular structure, C16H31BrCrN3O8SeSi2Te at a distorted geometry.

The geometry in ORCA input format:
```
! wB97M-V def2-TZVPD RIJCOSX def2/J DEFGRID3
* xyz 0 4
Cr 0.75 -1.16 0.70
C 3.54 -4.18 -1.17
O 2.48 -4.69 -0.32
C 1.50 -3.87 -0.07
O 1.36 -2.76 -0.61
N 0.58 -4.38 0.78
N -0.38 -3.50 1.27
H 4.15 -5.05 -1.40
H 4.10 -3.44 -0.62
H 3.12 -3.76 -2.08
H 0.82 -5.22 1.29
H -0.42 -3.55 2.28
H -1.29 -3.66 0.85
O 3.44 -0.08 2.99
Se 3.20 -1.27 1.90
O 2.63 -0.57 0.45
O 1.70 -2.03 2.21
O 4.39 -2.33 1.67
C -3.55 2.06 3.52
Si -2.70 1.08 2.19
C -2.40 -0.65 2.81
C -3.74 1.02 0.65
C -1.08 1.97 1.75
Te 0.70 0.92 2.32
C 1.97 2.42 1.53
Si 1.90 2.91 -0.29
C 0.96 1.75 -1.41
C 3.66 3.04 -0.86
C 1.07 4.57 -0.35
H -4.41 1.52 3.92
H -3.90 3.02 3.14
H -2.87 2.27 4.36
H -3.34 -1.09 3.16
H -1.70 -0.67 3.64
H -2.02 -1.30 2.01
H -4.73 0.59 0.85
H -3.25 0.41 -0.11
H -3.89 2.02 0.24
H -1.01 2.93 2.27
H -1.04 2.15 0.67
H 2.97 2.07 1.80
H 1.74 3.29 2.14
H 0.81 0.77 -0.97
H 1.53 1.59 -2.34
H -0.02 2.15 -1.68
H 4.18 2.08 -0.71
H 4.20 3.80 -0.29
H 3.72 3.30 -1.92
H 0.08 4.54 0.12
H 0.93 4.90 -1.39
H 1.67 5.33 0.17
Br -4.12 -0.17 -5.53
C -2.59 -0.47 -4.47
C -1.33 -0.22 -4.99
N -0.21 -0.41 -4.28
C -0.34 -0.83 -3.03
C -1.56 -1.11 -2.44
C -2.72 -0.94 -3.18
C -1.65 -1.61 -1.03
O -2.39 -2.52 -0.73
O -0.88 -0.96 -0.18
H -1.22 0.15 -6.00
H 0.58 -0.98 -2.47
H -3.69 -1.17 -2.75
*
```

E_LUMO (alpha / beta): -0.66 / 0.01 eV
Calculated total energy: -8261.444521 Ha
F_max: 2.12 eV/A

Here are the natural (NBO) charges for atoms 1 to 8, given in e: 1.34 -0.26 -0.48 0.92 -0.71 -0.45 -0.66 0.20

[4]
DFT (wB97M-V/def2-TZVPD) results for a molecular structure, C3H6FO2Rb at a distorted geometry.

The geometry in ORCA input format:
```
! wB97M-V def2-TZVPD RIJCOSX def2/J DEFGRID3
* xyz 0 1
O 1.52 1.61 0.32
C 0.58 1.25 -0.47
C 0.01 0.00 -0.55
O 0.65 -1.07 0.09
C -0.17 -2.19 0.35
Rb 3.06 -0.06 1.67
H 0.08 2.01 -1.10
H -0.84 -0.21 -1.21
H -0.58 -2.59 -0.59
H 0.45 -2.96 0.82
H -1.01 -1.93 1.01
H -1.53 -0.87 -4.18
F -2.52 -0.96 -4.15
*
```

E_LUMO: -0.75 eV
Calculated total energy: -392.279087 Ha
Energy relative to the best compared isomer or geometry (same formula, charge and spin): 0.0 kcal/mol
F_max: 3.17 eV/A

Here are the natural (NBO) charges for atoms 1 to 8, given in e: -0.91 0.18 -0.19 -0.59 -0.24 0.98 0.11 0.16

[5]
DFT (wB97M-V/def2-TZVPD) results for C3H4O2 in the gas phase at a distorted geometry.

The geometry in ORCA input format:
```
! wB97M-V def2-TZVPD RIJCOSX def2/J DEFGRID3
* xyz 0 1
C 0.97 -0.15 0.20
C 0.22 0.87 -0.60
C -0.45 -0.25 0.01
O -0.51 1.46 0.45
O -1.58 -0.93 -0.09
H 1.72 -0.83 -0.27
H 1.32 0.05 1.22
H 0.32 1.28 -1.60
H -2.01 -1.50 0.69
*
```

E_LUMO: 0.40 eV
Calculated total energy: -267.023253 Ha
Energy relative to the best compared isomer or geometry (same formula, charge and spin): 106.4 kcal/mol
F_max: 3.69 eV/A

Here are the natural (NBO) charges for atoms 1 to 8, given in e: -0.46 0.04 0.49 -0.58 -0.65 0.22 0.22 0.21

[6]
DFT (wB97M-V/def2-TZVPD) results for a molecular structure, C29H24CrN10O2S5.

The geometry in ORCA input format:
```
! wB97M-V def2-TZVPD RIJCOSX def2/J DEFGRID3
* xyz 0 5
Cr 0.53 -0.14 0.30
O -2.08 -4.31 5.03
C -1.58 -3.60 4.19
S -1.87 -3.77 2.45
C -0.84 -2.45 1.93
C -0.20 -1.76 2.89
S 0.92 -0.43 2.63
S -0.47 -2.28 4.55
S -0.73 -2.15 0.21
C 1.95 1.43 -4.77
N 1.33 0.58 -3.77
C 0.75 0.96 -2.63
N 0.58 -0.09 -1.85
C 1.07 -1.12 -2.58
N 1.56 -0.76 -3.75
C 3.29 1.93 -4.28
C 4.48 1.53 -4.86
C 5.70 1.96 -4.35
C 5.74 2.78 -3.23
C 4.54 3.18 -2.64
C 3.33 2.77 -3.17
C 4.55 3.95 -1.40
N 5.53 4.11 -0.57
N 4.99 4.75 0.55
C 3.74 4.92 0.30
O 3.39 4.47 -0.93
C 2.70 5.46 1.18
C 3.07 6.29 2.24
C 2.11 6.71 3.14
C 0.79 6.29 2.99
C 0.42 5.46 1.94
C -1.02 5.02 1.82
N -1.18 3.75 1.13
C -0.86 2.52 1.55
N -1.09 1.65 0.59
C -1.57 2.42 -0.42
N -1.63 3.70 -0.14
C 1.38 5.06 1.02
H 1.27 2.26 -4.97
H 2.05 0.84 -5.68
H 0.48 1.98 -2.40
H 1.07 -2.14 -2.22
H 4.46 0.86 -5.72
H 6.62 1.64 -4.81
H 6.68 3.11 -2.81
H 2.42 3.09 -2.68
H 4.11 6.58 2.35
H 2.38 7.35 3.96
H 0.05 6.60 3.72
H -1.61 5.73 1.25
H -1.47 4.93 2.81
H -0.45 2.28 2.52
H -1.89 2.01 -1.37
H 1.11 4.40 0.21
C 7.20 1.44 1.11
C 6.05 0.92 0.31
C 6.15 0.01 -0.70
C 4.96 -0.37 -1.36
N 3.78 0.12 -1.04
C 3.69 1.02 -0.05
S 2.24 1.74 0.44
N 4.83 1.39 0.61
C 5.00 -1.39 -2.45
H 8.13 1.00 0.78
H 7.05 1.20 2.17
H 7.25 2.53 1.01
H 7.10 -0.40 -0.98
H 4.72 2.08 1.35
H 5.98 -1.45 -2.91
H 4.25 -1.15 -3.20
H 4.75 -2.36 -2.02
*
```

E_LUMO (alpha / beta): -0.71 / -0.72 eV
Calculated total energy: -4853.091263 Ha
Energy relative to the best compared isomer or geometry (same formula, charge and spin): 0.0 kcal/mol
F_max: 0.22 eV/A

Here are the Mulliken charges for atoms 1 to 8, given in e: 0.59 -0.61 0.57 -0.16 0.19 0.05 -0.48 -0.17

[7]
DFT (wB97M-V/def2-TZVPD) results for a molecular structure, C44H53F6N7O7PS3Ti.

The geometry in ORCA input format:
```
! wB97M-V def2-TZVPD RIJCOSX def2/J DEFGRID3
* xyz 1 1
Ti 0.53 -0.66 0.05
N -5.49 -3.66 4.73
C -4.27 -3.57 4.10
C -3.57 -4.73 3.73
C -2.38 -4.63 3.05
C -1.86 -3.38 2.74
C -2.54 -2.22 3.09
C -3.74 -2.32 3.76
S -0.37 -3.28 1.84
O 0.02 -4.60 1.42
O 0.63 -2.56 2.62
N -0.67 -2.27 0.60
C -1.99 -2.14 0.17
N -2.74 -3.22 0.00
C -4.02 -3.01 -0.31
C -4.54 -1.73 -0.47
C -3.65 -0.69 -0.33
N -2.37 -0.87 -0.01
H -5.72 -4.53 5.18
H -5.83 -2.84 5.21
H -3.98 -5.70 3.97
H -1.85 -5.52 2.73
H -2.14 -1.25 2.83
H -4.28 -1.41 4.03
H -4.63 -3.89 -0.44
H -5.58 -1.57 -0.70
H -3.97 0.34 -0.47
C 2.99 3.28 -1.73
C 1.62 3.90 -1.43
C 1.66 4.70 -0.12
P 0.28 2.66 -1.46
C -1.35 3.48 -1.36
C -2.42 2.57 -0.75
C -1.75 3.99 -2.75
C 0.51 1.60 -2.89
C 0.83 2.33 -4.05
C 1.13 1.74 -5.26
C 1.43 2.55 -6.49
C 1.15 0.34 -5.28
C 0.84 -0.39 -4.17
C 0.48 0.18 -2.93
N 0.12 -0.70 -1.90
C -0.61 -1.86 -2.41
C -1.86 -1.64 -3.02
C -2.41 -0.26 -3.30
C -2.61 -2.72 -3.46
C -2.16 -4.03 -3.33
C -3.02 -5.18 -3.76
C -0.90 -4.22 -2.79
C -0.11 -3.16 -2.36
C 1.28 -3.49 -1.89
H 3.73 4.08 -1.78
H 3.01 2.73 -2.67
H 3.29 2.60 -0.93
H 1.35 4.58 -2.24
H 1.99 4.06 0.70
H 0.71 5.13 0.15
H 2.38 5.51 -0.24
H -1.17 4.32 -0.69
H -2.40 1.57 -1.19
H -3.40 3.01 -0.95
H -2.29 2.47 0.32
H -1.93 3.17 -3.44
H -1.00 4.66 -3.19
H -2.68 4.56 -2.65
H 0.84 3.41 -4.00
H 1.52 3.61 -6.26
H 0.65 2.43 -7.23
H 2.37 2.23 -6.95
H 1.41 -0.17 -6.20
H 0.86 -1.47 -4.23
H -2.02 0.47 -2.60
H -3.50 -0.26 -3.25
H -2.12 0.06 -4.30
H -3.58 -2.53 -3.92
H -3.32 -5.08 -4.80
H -3.93 -5.24 -3.16
H -2.49 -6.13 -3.65
H -0.51 -5.22 -2.71
H 1.60 -4.43 -2.34
H 1.30 -3.63 -0.81
H 2.00 -2.72 -2.15
C 3.17 -3.67 3.72
N 3.36 -2.62 2.70
C 4.63 -1.88 2.91
C 3.23 -3.21 1.32
C 3.54 -2.23 0.22
C 4.80 -2.39 -0.35
C 5.26 -1.58 -1.38
C 4.43 -0.57 -1.82
C 3.17 -0.41 -1.25
C 2.66 -1.23 -0.23
H 3.10 -3.20 4.70
H 4.03 -4.35 3.69
H 2.25 -4.21 3.51
H 2.58 -1.95 2.80
H 5.46 -2.56 2.75
H 4.63 -1.50 3.93
H 4.68 -1.05 2.21
H 2.23 -3.62 1.26
H 3.94 -4.04 1.29
H 5.44 -3.19 0.01
H 6.24 -1.74 -1.81
H 4.74 0.09 -2.62
H 2.58 0.38 -1.67
F 1.14 -1.18 5.11
C 0.39 -0.12 4.80
F 0.56 0.81 5.73
F -0.88 -0.48 4.76
S 0.96 0.55 3.14
O -0.03 0.06 2.17
O 2.30 0.05 3.00
N 0.95 2.09 3.29
S -0.35 2.93 2.90
O -1.55 2.49 3.54
O -0.39 3.22 1.49
C 0.14 4.52 3.69
F 1.30 4.95 3.19
F 0.24 4.38 5.00
F -0.81 5.41 3.41
O 1.57 1.15 0.31
C 0.50 1.36 -0.23
*
```

E_LUMO: -3.07 eV
Calculated total energy: -5602.875438 Ha
Energy relative to the best compared isomer or geometry (same formula, charge and spin): 54.3 kcal/mol
F_max: 0.51 eV/A

Here are the Mulliken charges for atoms 1 to 8, given in e: -0.41 -0.51 0.84 -0.81 -0.56 -0.54 -0.53 -1.25

[8]
DFT (wB97M-V/def2-TZVPD) results for a molecular structure, C27H44GaN3P3Se at a distorted geometry.

The geometry in ORCA input format:
```
! wB97M-V def2-TZVPD RIJCOSX def2/J DEFGRID3
* xyz 3 1
Ga -1.65 -2.55 -0.53
P 0.27 2.28 1.01
P -2.91 -0.41 -0.68
P 2.24 0.02 -0.79
H -2.24 -3.49 -3.40
C -1.39 -3.75 -2.75
C -0.57 -2.67 -2.17
H -0.42 -1.84 -2.88
C 0.77 3.85 0.18
C -1.12 2.98 2.02
C 1.56 2.24 2.33
C -3.88 -0.88 -2.16
C -4.11 -0.63 0.67
C -2.92 1.40 -0.85
C 2.59 -1.22 -2.10
C 3.29 -0.75 0.52
C 3.46 1.30 -1.31
H -0.77 -4.53 -3.24
H 0.49 -2.89 -1.99
H 1.04 4.60 0.93
H -0.08 4.22 -0.41
H 1.61 3.67 -0.49
H -0.73 3.68 2.77
H -1.66 2.17 2.53
H -1.83 3.51 1.37
H 1.60 3.23 2.81
H 2.53 2.00 1.90
H 1.30 1.49 3.08
H -4.91 -0.49 -2.07
H -3.90 -1.97 -2.27
H -3.39 -0.43 -3.04
H -5.05 -0.12 0.43
H -3.71 -0.22 1.61
H -4.28 -1.70 0.79
H -3.95 1.76 -0.76
H -2.53 1.67 -1.84
H -2.29 1.87 -0.08
H 3.68 -1.31 -2.24
H 2.13 -0.93 -3.05
H 2.19 -2.19 -1.80
H 4.34 -0.73 0.19
H 2.97 -1.79 0.68
H 3.19 -0.20 1.46
H 4.43 0.82 -1.44
H 3.53 2.09 -0.55
H 3.13 1.75 -2.26
C 0.21 0.93 -4.97
C -0.13 -0.40 -5.31
C 0.21 -0.91 -6.57
C 0.91 -0.11 -7.50
C 1.29 1.19 -7.13
C 0.98 1.72 -5.87
Se -0.38 1.46 -3.25
H 0.98 1.14 -2.66
H -0.62 -1.03 -4.55
H -0.07 -1.94 -6.77
H 1.17 -0.52 -8.49
H 1.86 1.76 -7.88
H 1.36 2.71 -5.55
N -0.28 1.29 9.57
C -0.16 0.79 8.52
C -0.08 0.17 7.22
C -0.77 0.74 6.14
C -0.73 0.14 4.87
C 0.03 -1.02 4.66
C 0.76 -1.56 5.73
C 0.69 -0.97 7.01
N 0.03 -1.65 3.37
C 0.80 -2.77 3.02
C 0.45 -3.11 1.75
N -0.55 -2.25 1.31
C -0.73 -1.36 2.29
H -1.37 1.63 6.33
H -1.34 0.57 4.06
H 1.33 -2.47 5.59
H 1.22 -1.42 7.84
H 1.49 -3.23 3.70
H 0.84 -3.91 1.14
H -1.42 -0.52 2.22
*
```

E_LUMO (alpha / beta): -11.40 / -11.76 eV
Calculated total energy: -6568.600568 Ha
Energy relative to the best compared isomer or geometry (same formula, charge and spin): 63.1 kcal/mol
F_max: 3.24 eV/A

Here are the Mulliken charges for atoms 1 to 8, given in e: 0.22 0.96 0.89 1.02 0.31 -1.22 1.16 -0.45

[9]
DFT (wB97M-V/def2-TZVPD) results for a molecular structure, C19H39NOP2V at a distorted geometry.

The geometry in ORCA input format:
```
! wB97M-V def2-TZVPD RIJCOSX def2/J DEFGRID3
* xyz 0 2
V -0.09 -0.49 -0.13
P -1.93 -0.72 -1.81
P 1.73 0.30 1.88
N 0.81 0.71 -0.94
H -0.01 -1.21 -1.37
C -2.89 0.78 -2.18
H -3.67 0.59 -2.93
H -2.23 1.58 -2.56
H -3.38 1.16 -1.28
C -3.17 -2.06 -1.74
H -3.88 -1.99 -2.58
H -3.73 -1.99 -0.80
H -2.67 -3.04 -1.77
C -0.96 -1.06 -3.36
H -1.61 -1.36 -4.19
H -0.24 -1.87 -3.20
H -0.39 -0.16 -3.63
C 1.85 2.03 2.48
H 2.79 2.18 3.04
H 0.99 2.24 3.12
H 1.84 2.71 1.62
C 1.83 -0.56 3.49
H 2.60 -0.10 4.13
H 2.07 -1.63 3.36
H 0.85 -0.47 3.98
C 3.48 0.11 1.31
H 4.17 0.35 2.13
H 3.67 0.79 0.47
H 3.66 -0.92 0.97
C 1.73 1.00 -1.89
C 2.71 2.57 -3.43
C 1.77 2.29 -2.45
C 2.64 -0.01 -2.32
C 3.57 0.29 -3.29
C 3.61 1.57 -3.85
H 2.74 3.57 -3.85
H 1.04 3.01 -2.07
H 2.58 -1.00 -1.83
H 4.27 -0.48 -3.60
H 4.35 1.81 -4.60
C -2.26 0.65 2.69
O -1.22 1.18 3.09
C -3.31 1.38 1.93
H -4.31 1.08 2.28
H -3.27 1.16 0.86
H -3.18 2.45 2.09
C -2.55 -0.79 3.00
H -2.17 -1.00 4.02
H -2.04 -1.47 2.27
H -3.63 -1.00 2.95
C -0.35 -4.44 -0.33
C -0.19 -3.22 0.60
C 0.16 -3.66 2.03
C 0.88 -2.28 0.02
H 0.63 -4.90 -0.51
H -0.77 -4.15 -1.30
H -1.02 -5.19 0.11
H -1.18 -2.72 0.65
H 1.20 -4.04 2.08
H 0.06 -2.84 2.76
H -0.51 -4.47 2.37
H 1.71 -2.10 0.71
H 1.31 -2.70 -0.90
*
```

E_LUMO (alpha / beta): 0.52 / 0.42 eV
Calculated total energy: -2503.927322 Ha
F_max: 2.49 eV/A

Here are the natural (NBO) charges for atoms 1 to 8, given in e: 0.55 1.01 0.93 -0.67 -0.01 -0.94 0.22 0.26

Which value of calculated total energy does entry 5 give?
-267.023253 Ha